Density functional theory data (the ωB97M-V functional and the def2-TZVPD basis) for a molecular structure, C22H18BrF6NO4PtS2.

XYZ file:
```
55
Properties=species:S:1:pos:R:3:forces:R:3
Pt -0.146 1.293 -0.395 1.680 -3.249 2.150
Br 2.969 1.721 -0.345 0.211 -0.060 0.358
C 2.836 1.524 1.560 0.299 0.147 -0.311
C 4.038 1.583 2.230 -0.353 -0.057 -0.584
C 4.058 1.554 3.625 -0.261 -0.045 0.633
C 2.877 1.496 4.321 0.418 -0.017 -0.110
C 1.636 1.408 3.652 -0.020 -0.002 -0.414
C 0.443 1.345 4.393 -0.334 -0.014 0.166
C -0.768 1.209 3.754 0.307 -0.069 0.269
C -0.825 1.112 2.363 0.368 -0.223 0.097
C 0.318 1.198 1.561 -0.924 0.923 -0.995
C 1.579 1.383 2.208 0.069 -0.112 0.538
H 4.952 1.655 1.658 0.013 0.054 0.028
H 5.003 1.586 4.155 0.015 0.036 -0.021
H 2.882 1.499 5.406 -0.022 -0.010 0.008
H 0.498 1.399 5.476 0.023 -0.006 -0.006
H -1.681 1.172 4.340 -0.019 -0.015 -0.020
H -1.783 0.968 1.885 -0.009 0.066 -0.032
F -3.310 1.386 -4.366 0.000 -0.103 0.119
C -3.110 0.797 -3.166 0.258 0.150 -0.261
F -2.114 -0.055 -3.309 -0.050 0.084 0.141
F -4.224 0.111 -2.871 0.012 0.091 0.098
S -2.894 2.156 -1.889 -0.919 -0.183 -0.924
O -3.226 1.606 -0.614 0.272 -0.167 0.165
O -3.798 3.146 -2.405 -0.063 0.272 -0.058
N -1.346 2.498 -2.182 -0.369 0.267 0.724
S -0.770 3.782 -1.439 -0.101 1.522 -1.680
O -1.709 4.857 -1.327 -0.155 0.191 0.241
O 0.119 3.600 -0.321 0.097 -0.217 -0.031
C 0.357 4.350 -2.816 -0.215 -0.131 -0.101
F 1.062 5.416 -2.406 -0.025 -0.061 0.060
F -0.379 4.740 -3.872 0.100 -0.042 0.125
F 1.214 3.422 -3.239 -0.044 0.036 0.150
C 0.960 -1.928 1.003 -0.045 -0.238 -0.159
C 0.402 -1.874 -0.437 0.155 0.531 0.459
C 1.632 -1.865 -1.373 -0.022 -0.216 0.043
C -0.467 -0.639 -0.668 -0.457 0.733 -1.302
C -0.446 -3.093 -0.752 0.029 0.160 -0.041
C -0.951 -3.246 -2.049 -0.060 -0.195 -0.076
C -1.705 -4.356 -2.400 0.057 0.104 -0.026
C -1.980 -5.345 -1.464 -0.061 -0.136 0.106
C -1.509 -5.197 -0.168 0.045 0.094 -0.070
C -0.759 -4.075 0.181 -0.062 -0.227 0.026
H 1.655 -1.102 1.128 0.041 0.071 0.044
H 1.500 -2.865 1.203 0.033 0.043 0.020
H 0.161 -1.802 1.734 0.005 -0.018 0.044
H 2.181 -0.939 -1.219 0.004 0.054 0.027
H 1.326 -1.901 -2.418 -0.003 0.030 -0.009
H 2.294 -2.720 -1.164 0.034 0.014 -0.043
H -1.537 -0.879 -0.602 0.016 -0.018 0.384
H -0.758 -2.473 -2.781 0.049 0.054 0.057
H -2.073 -4.457 -3.415 -0.023 0.029 0.008
H -2.560 -6.220 -1.740 0.005 0.010 -0.006
H -1.711 -5.959 0.577 -0.044 0.016 0.008
H -0.416 -3.983 1.202 0.044 0.046 -0.020
```
Forces are in eV/Å.

Summary:
HOMO (spin up / spin down) in eV: 1.074 / 1.075
Total charge: -2
ΔE to the lowest compared entry with this formula, charge and spin in kJ/mol: 242.8
Electronic energy in eV: -144047.97935



Density functional theory data (the ωB97M-V functional and the def2-TZVPD basis) for a molecular structure, C16H26CaN4O9.

XYZ file:
```
56
Properties=species:S:1:pos:R:3:forces:R:3
Ca -0.954 -0.534 -1.747 0.191 -0.056 -0.088
N 2.215 1.435 0.010 0.094 -0.096 0.063
C 3.211 1.091 1.008 -0.019 -0.027 -0.007
C 2.872 -0.251 1.674 0.001 0.058 0.012
N 2.276 -1.200 0.764 -0.050 -0.039 -0.032
C 3.142 -1.604 -0.327 0.044 -0.014 0.017
C 2.402 -1.942 -1.614 0.012 0.055 0.006
N 1.611 -0.789 -2.041 -0.104 -0.044 -0.123
C 1.662 -2.355 1.398 -0.008 0.029 0.030
C 0.748 -2.055 2.583 0.019 0.023 0.018
N -0.175 -0.961 2.308 0.021 -0.040 0.025
H 2.131 2.421 -0.193 -0.025 0.049 -0.064
H 1.307 1.054 0.246 0.021 -0.015 -0.030
H 3.305 1.831 1.816 0.015 0.000 0.023
H 4.197 1.042 0.528 -0.002 -0.004 -0.004
H 2.132 -0.055 2.449 -0.005 -0.007 0.001
H 3.786 -0.643 2.168 0.003 0.002 0.011
H 3.770 -2.466 -0.030 0.013 0.003 -0.017
H 3.820 -0.777 -0.553 0.004 0.014 0.030
H 1.754 -2.814 -1.499 -0.034 0.015 0.017
H 3.165 -2.218 -2.356 0.004 -0.027 0.016
H 1.517 -0.758 -3.049 0.052 -0.044 -0.003
H 2.033 0.083 -1.729 -0.096 0.103 0.018
H 2.439 -3.063 1.752 0.011 -0.012 0.003
H 1.081 -2.881 0.641 -0.035 -0.015 -0.023
H 1.355 -1.795 3.460 -0.011 -0.002 -0.012
H 0.245 -3.004 2.813 0.001 -0.020 0.011
H -0.824 -0.867 3.080 0.005 0.007 0.020
H -0.746 -1.216 1.498 -0.004 0.043 -0.094
O 0.355 3.757 -1.830 0.039 0.066 -0.045
C -0.387 2.766 -1.758 0.046 -0.155 0.159
O -0.130 1.597 -2.172 -0.075 0.146 -0.062
C -1.667 2.943 -0.909 -0.033 -0.010 -0.029
C -1.353 2.349 0.476 -0.006 -0.007 0.010
C -2.404 2.784 1.513 0.000 0.015 -0.004
C -3.590 1.852 1.161 0.029 -0.035 0.020
C -3.042 1.147 -0.083 -0.020 0.046 0.020
O -1.659 0.960 0.292 -0.072 -0.085 -0.108
C -2.970 2.146 -1.252 -0.013 0.020 0.009
C -3.064 1.515 -2.666 0.000 0.051 0.014
O -3.397 2.279 -3.576 0.016 -0.026 -0.023
O -2.838 0.266 -2.745 -0.061 0.195 0.021
H -1.859 4.013 -0.843 -0.001 0.012 0.005
H -0.319 2.457 0.797 -0.028 0.019 0.001
H -2.645 3.843 1.409 -0.003 0.005 0.006
H -2.044 2.610 2.528 0.006 -0.013 -0.008
H -4.520 2.386 0.961 0.005 0.008 -0.007
H -3.768 1.124 1.954 -0.007 0.005 0.004
H -3.478 0.181 -0.321 -0.028 0.022 -0.012
H -3.813 2.838 -1.198 -0.004 0.002 -0.007
O -1.781 -4.186 0.345 0.000 -0.015 -0.004
C -1.450 -3.283 -0.415 0.067 0.037 0.104
O -1.479 -2.024 -0.138 -0.042 -0.144 0.090
C -0.873 -3.625 -1.856 0.070 -0.032 -0.008
O -0.517 -4.780 -2.084 -0.014 0.005 -0.013
O -0.787 -2.627 -2.649 0.011 -0.072 0.040
```
Forces are in eV/Å.

Summary:
HOMO in eV: -2.339
Total charge: -2
ΔE to the lowest compared entry with this formula, charge and spin in kJ/mol: 10.2
Electronic energy in eV: -59848.57600



Density functional theory data (the ωB97M-V functional and the def2-TZVPD basis) for a molecular structure, C21H31CaF5OP2.

XYZ file:
```
61
Properties=species:S:1:pos:R:3:forces:R:3
P -2.015 1.379 -1.405 -1.275 -0.887 0.946
P -0.483 -2.292 -1.075 -0.724 -0.757 0.495
C -2.200 -0.203 -2.343 -0.199 -0.247 -0.152
C -2.097 -1.453 -1.415 -0.625 -0.754 -0.906
H -1.475 -0.260 -3.181 -0.329 0.003 0.292
H -3.211 -0.156 -2.773 0.271 -0.301 -0.188
H -2.503 -1.248 -0.411 0.274 -0.039 -0.283
H -2.720 -2.261 -1.833 -0.220 0.419 0.002
C 0.606 -2.493 -2.499 -0.167 -0.390 -0.779
H 1.659 -2.452 -2.170 -0.403 0.085 -0.051
H 0.427 -1.722 -3.258 0.171 -0.163 0.110
H 0.401 -3.487 -2.931 0.315 0.400 -0.174
C -0.893 -4.032 -0.681 -0.631 -0.160 -0.818
H -1.345 -4.552 -1.534 0.015 -0.015 0.086
H -1.573 -4.087 0.176 0.188 0.151 -0.079
H 0.033 -4.555 -0.403 -0.215 0.297 -0.089
C -2.496 2.735 -2.568 0.015 0.231 -0.350
H -1.880 3.645 -2.394 -0.244 -0.529 -0.006
H -3.529 3.008 -2.333 0.107 0.036 -0.235
H -2.445 2.452 -3.632 -0.036 0.041 0.305
C -3.535 1.273 -0.393 -0.279 0.146 0.128
H -3.506 0.424 0.308 0.046 0.468 -0.326
H -4.398 1.159 -1.071 0.234 0.083 0.264
H -3.636 2.210 0.179 -0.017 -0.384 -0.143
Ca 0.379 2.039 -2.032 2.179 0.489 0.374
C 0.250 -2.938 1.894 1.121 0.052 -2.029
C 0.487 -2.132 0.769 1.871 1.193 1.994
C 0.472 -0.569 0.811 0.576 -0.101 0.078
C -0.185 0.173 1.977 0.645 0.793 0.301
C -1.660 -0.021 2.066 -0.971 -0.658 0.475
C -2.325 -1.175 2.311 0.306 0.847 0.407
C -1.825 -2.311 3.148 1.230 -0.954 0.135
C -0.262 -2.524 3.190 -1.766 -0.269 1.009
C 0.208 3.661 -0.318 0.004 0.131 -0.389
H 0.587 -3.978 1.793 0.009 0.416 0.181
H 1.414 -2.479 0.273 -0.406 0.108 -0.257
H -0.017 -0.184 -0.120 0.322 -0.215 0.684
H 1.516 -0.237 0.725 -0.407 -0.053 0.213
H 0.341 0.000 2.922 -0.060 0.030 -0.238
H -0.029 1.241 1.751 0.053 -0.238 0.125
H -2.240 0.908 1.999 0.006 -0.496 -0.835
H -3.378 -1.264 2.031 -0.091 0.451 0.515
H -2.262 -3.275 2.826 0.075 0.377 0.116
H -2.115 -2.168 4.204 -0.417 0.236 -0.389
H 0.239 -1.652 3.636 -0.231 -0.300 -0.163
H -0.088 -3.353 3.900 -0.105 0.344 -0.211
H 1.062 3.356 0.309 -0.109 0.132 -0.021
H -0.666 3.771 0.337 0.088 0.109 -0.052
H 0.456 4.644 -0.756 -0.053 -0.046 0.354
F 6.367 3.377 1.529 -0.198 -0.074 -0.213
C 5.398 2.838 0.766 -0.306 -0.048 -0.187
C 4.959 1.540 1.008 0.377 -0.069 -0.063
F 5.539 0.815 1.979 -0.115 0.177 -0.192
C 3.979 0.974 0.215 -0.109 0.136 -0.177
F 3.623 -0.325 0.405 0.288 0.713 -0.021
C 3.319 1.726 -0.782 -0.114 -0.184 -0.062
O 2.304 1.226 -1.426 -0.234 0.049 -0.544
C 3.795 3.037 -1.023 -0.643 -0.153 -0.141
F 3.143 3.805 -1.966 0.569 -0.679 0.704
C 4.808 3.575 -0.264 0.547 0.438 0.553
F 5.223 4.845 -0.450 -0.205 -0.417 -0.080
```
Forces are in eV/Å.

Summary:
HOMO in eV: -5.732
Total charge: 0
ΔE to the lowest compared entry with this formula, charge and spin in kJ/mol: 0.0
Electronic energy in eV: -74924.98227



Density functional theory data (the ωB97M-V functional and the def2-TZVPD basis) for 2 unconnected molecules or ions with the total composition C5H11N2.

XYZ file:
```
18
Properties=species:S:1:pos:R:3:forces:R:3
C 2.294 -0.717 0.853 0.468 0.571 -1.396
C 2.459 0.035 -0.160 -1.279 -0.597 1.318
C -0.766 -0.152 -0.308 1.508 3.180 -0.155
C 2.818 0.765 -1.276 0.588 -2.189 -1.843
C -2.841 -0.025 1.163 0.913 -2.060 -0.575
N -0.789 -1.371 -0.698 -1.630 -2.926 -0.154
N -1.558 0.484 0.511 -1.691 -1.099 0.711
H 2.653 -1.709 0.911 0.675 -1.044 0.083
H 1.772 -0.331 1.669 -1.110 0.485 1.386
H 2.497 0.294 -2.207 -0.595 -0.271 -0.013
H 3.870 0.696 -1.326 1.686 0.415 0.054
H 2.536 1.746 -1.393 -0.819 2.506 0.386
H -3.532 -0.575 0.472 1.130 0.104 0.110
H -3.425 0.823 1.346 -0.580 1.289 1.077
H -2.650 -0.712 2.060 -0.181 1.379 -1.181
H -0.286 -1.525 -1.567 -0.173 -0.515 0.526
H -1.537 -2.077 -0.425 1.100 1.008 -0.581
H -1.424 1.485 0.535 -0.009 -0.237 0.247
```
Forces are in eV/Å.

Summary:
HOMO (spin up / spin down) in eV: -11.071 / -12.200
Total charge: +1
ΔE to the lowest compared entry with this formula, charge and spin in kJ/mol: 534.1
Electronic energy in eV: -8331.58356



Density functional theory data (the ωB97M-V functional and the def2-TZVPD basis) for 5 unconnected molecules or ions with the total composition C2H14O4S2.

XYZ file:
```
22
Properties=species:S:1:pos:R:3:forces:R:3
C 0.705 -0.813 2.211 -1.113 0.791 -0.160
C 1.493 0.098 1.273 0.219 -0.365 -0.088
S 0.892 1.806 1.333 -0.613 0.331 0.672
S 0.815 2.589 -0.524 0.578 0.121 -0.691
H -0.319 -0.450 2.307 -0.073 0.310 0.064
H 1.092 -0.832 3.224 0.270 -0.342 -0.049
H 0.507 -1.777 1.774 0.631 -0.661 0.093
H 1.432 -0.250 0.243 0.040 0.052 0.004
H 2.534 0.130 1.583 0.135 -0.063 -0.240
H -0.413 2.316 -1.008 -0.134 -0.214 0.329
O -2.059 -0.165 -0.468 -0.277 -0.095 0.390
H -1.623 -0.378 -1.304 0.014 0.069 0.132
H -1.851 0.715 -0.143 0.245 0.004 -0.301
O -1.313 -2.266 -2.040 -0.324 0.392 -0.123
H -1.291 -3.008 -1.430 0.089 -0.086 -0.106
H -0.737 -2.457 -2.787 0.179 -0.256 0.188
O 1.317 -1.790 -2.672 0.387 0.460 0.207
H 2.245 -1.579 -2.831 -0.042 -0.202 -0.193
H 1.053 -1.091 -2.058 -0.206 -0.246 -0.090
O -2.584 -2.348 1.313 0.008 0.488 -0.207
H -3.432 -1.899 1.425 -0.043 -0.323 0.141
H -2.146 -1.699 0.733 0.028 -0.165 0.029
```
Forces are in eV/Å.

Summary:
HOMO in eV: -9.386
Total charge: 0
ΔE to the lowest compared entry with this formula, charge and spin in kJ/mol: 42.6
Electronic energy in eV: -32161.62076



Density functional theory data (the ωB97M-V functional and the def2-TZVPD basis) for a single C4H7NO2 molecule.

XYZ file:
```
14
Properties=species:S:1:pos:R:3:forces:R:3
C 1.053 0.721 1.490 -0.010 -0.032 0.023
C 0.539 0.232 0.164 0.034 0.040 0.159
C -0.018 -1.138 0.050 0.293 -0.056 -0.147
N -0.645 -0.981 -1.291 -0.161 0.106 -0.122
C -1.214 0.198 -1.464 -0.235 0.041 -0.350
O -1.920 0.755 -2.248 0.359 -0.290 0.440
O -0.842 0.913 -0.134 -0.160 -0.002 0.046
H 0.396 0.406 2.304 0.078 0.045 -0.105
H 1.160 1.809 1.498 -0.010 -0.146 -0.019
H 2.041 0.280 1.658 -0.117 0.047 -0.031
H 1.120 0.636 -0.684 -0.046 -0.147 0.081
H -1.294 0.249 0.515 0.004 0.224 -0.064
H 0.701 -1.957 0.050 -0.053 0.093 0.010
H -0.852 -1.722 -1.942 0.026 0.078 0.078
```
Forces are in eV/Å.

Summary:
HOMO in eV: -7.272
Total charge: 0
ΔE to the lowest compared entry with this formula, charge and spin in kJ/mol: 400.4
Electronic energy in eV: -9843.12939



no.,F_max (Eh/bohr),molar mass (g mol⁻¹)
1,0.08251,813.49
2,0.00441,458.48
3,0.05802,496.49
4,0.06851,99.16
5,0.02672,166.26
6,0.01239,101.10